[1]
ORCA calculation (ωB97M-V/def2-TZVPD) on a cluster of 7 separate species, C24H52O7 in total.

The calculation puts the HOMO energy at -0.34300 hartree. As for the SMILES: C1CCOC1.C1CCOC1.C1CCOC1.C1CCOC1.C1CCOC1.CCO.CCO. As for the LUMO energy: 0.4 eV. The value obtained for the energy above the lowest of the compared OMol25 structures with the same formula, charge and spin is 55.5 kcal per mole. The energy comes out at -40057.6892 eV.

Geometry (Å):
O 8.012 -0.306 3.054
O 1.259 3.608 -3.486
O 0.467 0.635 -0.360
O -6.300 1.879 -1.113
O -0.741 -4.769 -5.266
O -3.184 -1.301 6.345
O 2.121 -5.685 6.009
C 0.827 5.967 -3.736
C -6.970 1.828 -2.392
C -4.166 -2.320 6.493
C -4.624 1.900 -2.754
C -0.689 -2.386 -5.079
C 0.175 -3.658 -5.108
C 8.190 0.499 1.888
C 0.850 4.750 -2.728
C 0.777 5.256 -5.070
C -3.493 -0.495 5.196
C 6.438 1.228 3.445
C 2.371 -0.528 -0.325
C 1.525 0.420 0.490
C 7.063 1.536 2.021
C 2.867 -4.716 5.294
C -4.986 -0.376 5.148
C -4.863 1.757 -1.280
C -1.723 -2.750 -6.061
C 1.824 -3.632 4.734
C -1.736 -4.227 -6.163
C 1.732 4.046 -4.806
C -5.855 1.296 -3.333
C -5.428 -1.475 6.202
C 6.777 -0.227 3.656
H -7.930 1.316 -2.455
H -6.103 1.549 -4.364
H 9.216 0.863 1.940
H -5.626 -0.910 7.113
H 1.402 -3.138 5.610
H 3.214 -0.876 0.273
H -2.677 -2.268 -5.847
H 8.167 -0.105 0.981
H -3.991 -3.069 5.721
H 2.835 -0.155 -1.238
H 0.801 0.946 -1.204
H -1.377 -2.391 -7.030
H 6.715 1.863 4.286
H 1.698 3.304 -5.603
H -0.048 4.551 -2.143
H 6.326 1.620 1.222
H 1.709 6.553 -3.478
H 2.064 -5.388 6.920
H -4.510 0.810 -0.870
H -4.626 2.923 -3.131
H -3.097 -0.847 4.243
H 1.244 -0.099 1.406
H -2.756 -4.597 -6.057
H -1.349 -4.357 -7.173
H -4.046 -2.765 7.481
H -5.907 0.215 -3.203
H 0.647 -3.917 -4.160
H 1.052 -4.019 4.069
H -4.411 2.564 -0.704
H 0.921 -3.661 -5.902
H -3.085 0.485 5.445
H -0.082 6.547 -3.577
H -3.725 1.414 -3.132
H -0.281 5.026 -5.193
H -5.259 0.654 5.376
H -5.359 -0.658 4.164
H -7.086 2.906 -2.497
H 3.576 -4.277 5.996
H 6.902 -0.556 4.688
H 1.666 -1.296 -0.643
H 1.103 5.801 -5.956
H 5.362 1.403 3.437
H -6.275 -2.133 6.010
H 1.611 4.904 -1.963
H 2.014 1.394 0.520
H 2.780 4.312 -4.667
H 2.376 -2.890 4.157
H 7.541 2.515 2.042
H 6.115 -0.949 3.178
H 3.410 -5.205 4.486
H -0.125 -1.486 -5.322
H -1.253 -2.178 -4.170


[2]
ORCA calculation (ωB97M-V/def2-TZVPD) on a structure of composition C24H54F2N4O4S2.

The calculation puts the HOMO energy at -0.51095 hartree. Its charge is +2. As for the LUMO energy: -4.9 eV. The value obtained for the energy above the lowest of the compared OMol25 structures with the same formula, charge and spin is 333.9 kcal per mole. The energy comes out at -66986.8510 eV.

Geometry (Å):
S -1.912 -0.716 -1.427
S -4.043 0.503 -1.229
F -4.290 2.119 -1.515
F -1.639 -0.147 -2.914
O -4.273 -0.105 -2.566
O -0.561 -0.815 -0.901
O -2.730 -1.938 -1.557
O -4.974 0.255 -0.148
N -2.664 0.652 -0.729
N 3.480 -1.192 -0.198
N -0.163 2.160 -1.030
N -2.531 -0.880 2.221
C -0.478 -1.690 1.265
C 5.693 -3.470 -0.126
C -0.189 1.367 0.281
C 4.548 -1.411 -1.317
C 4.009 -1.098 1.189
C -1.552 -1.099 3.425
C -0.223 -1.537 2.771
C 2.734 0.180 -0.579
C -1.990 -1.839 1.142
C -2.404 0.603 1.815
C 1.702 3.702 -2.162
C 1.534 -1.782 -1.669
C -0.635 2.466 1.278
C 2.211 5.021 -1.556
C -0.789 1.469 -2.201
C -5.271 -2.385 0.745
C -3.989 -1.230 2.648
C -1.798 3.279 0.660
C -4.933 -1.083 1.520
C -1.060 3.436 -0.731
C 4.985 -2.953 -1.379
C 1.367 2.563 -1.189
C 2.220 -2.140 -0.383
C 1.469 -0.201 -1.332
H -2.570 0.613 0.738
H 1.457 5.723 -1.200
H 1.498 -2.018 0.423
H 0.733 0.893 0.620
H 0.181 3.158 1.485
H 3.459 0.766 -1.146
H -2.259 -2.819 1.536
H 0.639 -0.884 2.904
H 2.152 -1.998 -2.540
H -0.375 0.461 -2.246
H -1.934 -1.807 4.160
H 0.067 -2.538 0.851
H -4.492 -2.707 0.054
H -0.851 1.931 2.203
H -5.901 -0.801 1.934
H -1.878 1.512 -2.233
H -3.780 -2.209 3.079
H -2.691 2.717 0.388
H 6.585 -2.861 0.018
H -2.437 -1.531 0.197
H -4.208 -0.764 3.608
H 0.780 3.872 -2.718
H -3.132 1.182 2.382
H 1.952 1.694 -1.492
H -1.753 3.554 -1.565
H 2.460 -3.182 -0.595
H 0.110 -2.527 3.083
H -0.303 4.219 -0.691
H -2.023 4.150 1.276
H 5.386 -0.750 -1.100
H -6.247 -2.457 0.265
H -4.632 -0.243 0.895
H -0.107 -0.784 0.786
H -5.331 -3.175 1.494
H 3.244 -0.595 1.781
H -1.374 0.923 1.976
H 2.663 5.370 -2.484
H 1.784 2.860 -0.227
H 1.466 0.463 -2.196
H 3.036 4.902 -0.853
H 5.129 -3.839 0.731
H 5.644 -3.145 -2.225
H 2.414 3.329 -2.899
H 2.496 0.674 0.363
H -1.483 -0.159 3.973
H 4.932 -0.520 1.246
H 4.222 -2.015 1.739
H -0.408 2.056 -3.037
H 4.238 -1.190 -2.338
H -0.993 0.632 0.308
H 4.151 -3.512 -1.803
H 6.183 -4.372 -0.491
H 0.618 -2.342 -1.856
H 0.628 0.028 -0.678


[3]
ORCA calculation (ωB97M-V/def2-TZVPD) on a cluster of 6 separate species, C24H54F9N3O9 in total.

The calculation puts the HOMO energy at -0.27778 hartree. As for the LUMO energy: -0.3 eV. The energy comes out at -73113.4752 eV.

Geometry (Å):
F 1.461 4.138 3.253
F 1.984 5.187 1.496
F 4.277 -3.678 1.363
F -1.324 0.700 -4.310
F 0.674 -0.013 -4.395
F 4.224 -3.656 3.521
F 2.649 3.209 1.694
F -0.939 -1.185 -5.263
F 3.468 -5.244 2.482
O -0.287 2.195 1.474
O 2.184 -1.757 2.710
O 0.293 -2.076 -2.529
O -1.238 -0.569 -1.705
O 1.262 -3.216 1.323
O -2.851 4.490 0.108
O 0.609 3.431 -0.294
O -1.870 -2.424 3.168
O 4.676 -0.740 -1.336
N -2.648 1.706 -0.498
N 1.190 -0.048 0.041
N -1.394 -2.887 0.358
C -0.842 -1.323 -2.850
C -3.391 5.361 1.060
C 0.880 4.340 -2.382
C 2.120 -3.197 2.506
C 1.438 -1.208 3.792
C -0.582 -0.436 -4.188
C 0.487 -3.367 -3.094
C 0.278 3.444 1.131
C 1.573 4.012 1.939
C -1.980 -3.022 4.427
C 5.370 -1.959 -1.300
C -2.995 -2.543 2.291
C 2.576 1.367 -1.513
C -3.751 3.921 -0.809
C -3.829 -2.659 -0.142
C -3.061 2.729 -1.536
C 2.039 0.161 4.114
C 3.724 -0.681 -0.237
C 1.943 -3.859 -3.115
C 0.344 4.664 -0.990
C -2.671 -2.188 0.828
C -3.936 2.093 -2.586
C 2.429 -0.050 -0.879
C 3.485 -3.921 2.477
H -2.919 -2.788 4.928
H 0.093 -3.454 -4.106
H 2.607 -3.209 -3.686
H -3.793 6.201 0.493
H 0.943 0.868 0.387
H -0.600 -2.967 0.977
H -3.961 2.753 -3.454
H -1.705 -3.756 -0.052
H -2.111 3.022 -1.983
H 1.964 4.433 -2.331
H 6.109 -2.087 -2.092
H -1.194 -2.719 5.119
H -3.587 1.102 -2.877
H -4.159 4.880 1.666
H -1.918 -4.111 4.438
H -2.607 5.663 1.755
H -4.675 3.585 -0.338
H -2.196 0.873 -0.847
H -2.543 -1.114 0.693
H -3.563 -2.288 -1.132
H 2.081 -4.874 -3.490
H 1.678 1.567 -2.097
H 1.562 0.689 4.940
H 0.543 5.153 -3.024
H 3.408 -1.666 0.109
H 0.626 3.337 -2.726
H 1.562 -1.835 4.676
H 0.368 -1.310 3.606
H -1.938 2.120 0.088
H 2.043 0.934 3.345
H 4.721 -2.834 -1.265
H -3.352 -3.572 2.349
H 3.513 1.506 -2.053
H -4.794 -2.305 0.219
H 4.103 -0.137 0.628
H -4.957 1.900 -2.259
H -0.728 4.808 -1.124
H 5.960 -1.976 -0.384
H -4.159 -3.698 -0.156
H -0.197 -4.016 -2.548
H 1.250 -0.769 0.746
H -3.404 1.358 0.074
H -3.880 -2.003 2.628
H -1.573 -2.112 -3.031
H -4.058 4.765 -1.427
H 2.418 -3.779 -2.137
H 2.577 2.145 -0.749
H -0.597 4.087 1.219
H -1.020 -2.481 -0.488
H 2.236 -0.810 -1.637
H 3.042 0.046 4.525
H 0.753 5.592 -0.592
H 0.370 -0.313 -0.486
H 1.613 -3.646 3.360


[4]
ORCA calculation (ωB97M-V/def2-TZVPD) on a cluster of 5 separate species, C24H54N2O10PS4Si in total.

The calculation puts the HOMO energy at -0.41529 hartree. Its charge is +1. As for the LUMO energy: -3.8 eV. The energy comes out at -109714.2221 eV.

Geometry (Å):
S -0.229 -4.632 5.232
S -5.194 1.354 -2.610
S 1.101 0.563 6.915
S 0.110 -0.588 0.613
P 4.177 0.756 -6.165
Si -0.104 0.947 -4.859
O -0.105 -4.473 3.798
O -4.665 0.201 -1.908
O 0.299 -5.785 5.934
O -0.158 0.460 1.575
O 1.253 -0.161 5.669
O 4.855 0.055 -7.449
O -0.031 0.363 7.794
O 0.537 -0.361 -3.877
O 1.390 -0.721 -0.053
O -5.069 1.512 -4.043
N 4.385 -0.176 -4.655
N 4.263 -2.464 -5.808
C -4.586 2.833 -1.823
C -1.939 -1.904 -0.446
C 3.138 -0.132 -3.746
C 3.260 1.781 7.869
C 5.464 0.582 -3.850
C -1.997 -3.138 6.534
C 5.379 2.006 -3.438
C -6.908 1.580 -2.160
C -0.337 0.519 -6.729
C -1.911 1.304 -4.175
C -1.943 -4.405 5.682
C -5.802 3.743 -1.744
C 0.378 -3.153 6.019
C 2.600 0.403 7.874
C -6.962 2.848 -1.308
C 4.953 -1.565 -4.829
C 2.150 2.820 7.712
C -0.838 -2.243 6.098
C -1.191 -0.582 -0.611
C -0.319 -2.153 1.349
C 1.262 2.307 6.588
C 0.851 2.642 -4.624
C -1.791 -2.336 1.012
C 1.824 -0.869 -4.392
H 3.467 -2.028 -6.317
H 2.740 0.899 -6.442
H 6.478 0.017 -3.568
H -0.752 -0.490 -1.608
H -2.991 -1.802 -0.733
H 1.784 -0.867 -5.562
H -1.052 -1.815 5.111
H 1.750 2.422 5.616
H -2.113 -3.370 1.164
H -7.926 3.354 -1.415
H 4.357 2.622 -3.409
H 5.040 -2.087 -3.783
H -0.677 -1.417 6.797
H 1.233 2.781 -3.504
H -2.962 -2.631 6.427
H -0.124 -2.127 2.422
H -1.420 0.189 -7.027
H -4.233 2.559 -0.824
H 0.406 -0.283 -7.147
H 0.732 -3.426 7.017
H -1.493 -2.664 -1.099
H -6.016 4.171 -2.730
H 3.952 1.855 7.021
H 2.552 3.812 7.486
H 2.324 0.095 8.886
H 1.689 2.806 -5.425
H 0.276 2.776 6.572
H -2.524 -4.294 4.762
H 0.038 3.490 -4.776
H -0.112 1.521 -7.333
H 1.880 -2.011 -4.058
H -1.842 0.273 -0.410
H -5.642 4.568 -1.044
H 1.576 2.890 8.643
H 3.461 -0.645 -2.730
H -2.291 -5.279 6.239
H 3.840 1.944 8.782
H 3.244 -0.353 7.417
H -3.769 3.258 -2.408
H -2.406 -1.692 1.652
H 6.328 2.617 -3.059
H 2.798 0.984 -3.511
H 1.196 -2.728 5.434
H 4.703 2.096 -6.135
H -7.256 0.707 -1.603
H 6.074 -1.425 -5.214
H -1.878 -3.399 7.592
H -2.030 0.916 -3.056
H 4.920 -2.976 -6.448
H 0.293 -2.926 0.873
H -7.488 1.691 -3.080
H -2.216 2.432 -4.276
H -2.622 0.670 -4.892
H -6.843 2.586 -0.250


[5]
ORCA calculation (ωB97M-V/def2-TZVPD) on a structure of composition C24H55F9O12S9.

The calculation puts the HOMO energy at -0.32048 hartree. As for the LUMO energy: 0.5 eV. The energy comes out at -172316.5673 eV.

Geometry (Å):
S 1.961 -1.941 -9.550
S -1.891 -4.965 6.218
S -1.037 -1.229 -1.068
S -2.217 -0.030 6.730
S -2.482 1.302 4.273
S -6.681 4.179 -0.718
S 1.841 -4.558 -4.972
S 2.143 0.990 -13.573
S 4.355 3.914 7.594
F 1.228 -1.929 8.011
F 0.302 0.526 6.734
F -1.693 1.004 9.567
F 0.268 1.686 9.342
F -0.931 2.154 7.202
F 2.168 -0.179 8.778
F 1.832 -1.836 10.029
F -0.964 -1.587 9.251
F -0.036 -0.510 10.821
O -1.065 1.252 4.246
O -3.016 1.077 5.901
O 2.286 -0.410 -14.054
O -1.712 -1.056 5.922
O -5.368 4.779 -0.361
O 1.774 -3.187 -4.401
O -1.091 0.152 -0.499
O 4.875 4.800 6.524
O -1.350 -5.888 5.187
O -2.843 2.870 4.195
O 2.632 -2.107 -8.234
O -3.081 -0.508 7.729
C 0.557 -1.410 -1.871
C -0.093 -0.637 9.503
C 3.437 -4.718 -5.779
C 1.088 -3.473 -9.902
C 3.215 -2.144 -10.822
C -2.649 2.990 1.723
C -2.584 -5.980 7.533
C 1.314 -1.139 9.053
C -1.448 3.928 1.685
C -0.255 2.777 -0.238
C -0.385 2.767 -1.769
C -0.738 0.869 7.433
C 2.497 2.076 -14.961
C 5.718 2.871 8.135
C 3.630 1.392 -12.644
C -0.494 -4.358 7.174
C -6.971 4.529 -2.458
C -0.695 -2.349 0.297
C -0.555 0.736 8.973
C -3.518 3.170 2.944
C 3.424 2.599 6.795
C 2.194 -5.680 -3.610
C -0.928 4.072 0.259
C -6.421 2.411 -0.922
H 0.275 -3.570 -9.186
H 3.453 1.803 -15.409
H -1.777 4.900 2.058
H -0.527 -3.353 -0.092
H 0.682 -3.434 -10.913
H -3.458 -6.493 7.137
H 3.905 -1.306 -10.759
H 4.230 -4.427 -5.089
H 1.770 -4.317 -9.799
H 0.108 -3.724 6.527
H -1.420 2.983 -2.033
H -6.108 4.217 -3.045
H -0.220 4.892 0.153
H -3.789 4.218 3.005
H 4.032 2.132 6.020
H -2.325 1.951 1.633
H 2.371 -6.682 -4.001
H 0.815 2.783 -0.026
H -0.702 1.888 0.201
H 3.577 -5.750 -6.105
H 6.178 2.388 7.272
H 3.759 -3.075 -10.660
H -0.633 3.584 2.320
H 6.451 3.504 8.632
H 3.066 -5.328 -3.058
H 1.702 1.955 -15.695
H -3.270 3.226 0.859
H -1.787 4.256 -0.385
H 2.536 3.039 6.345
H -0.136 1.806 -2.204
H 3.616 2.448 -12.376
H 1.328 -5.696 -2.951
H 0.688 -2.442 -2.196
H 3.127 1.863 7.542
H 2.520 3.109 -14.616
H -4.459 2.623 2.882
H 1.352 -1.126 -1.181
H -7.119 5.601 -2.566
H -5.593 2.237 -1.610
H 0.210 3.578 -2.183
H -1.560 -2.356 0.957
H -7.866 4.003 -2.789
H 0.181 -2.003 0.846
H -2.882 -5.342 8.365
H 3.441 -4.055 -6.645
H -0.858 -3.773 8.017
H -6.180 1.990 0.052
H 2.740 -2.148 -11.805
H -1.847 -6.713 7.861
H 4.512 1.164 -13.244
H 0.578 -0.758 -2.741
H 0.107 -5.198 7.525
H 5.348 2.123 8.836
H 3.637 0.789 -11.740
H -7.333 1.951 -1.302